(1)
DFT (ωB97M-V/def2-TZVPD) results for the molecule C16H17ClN2OS.

```
38
Properties=species:S:1:pos:R:3
O 2.6959 1.1458 -2.5268
C 1.6413 0.5470 -2.4906
N 0.7720 0.6495 -1.4627
H -0.0031 0.0032 -1.4010
C 1.0899 1.4396 -0.2967
C -0.1194 1.8530 0.4864
C 0.0345 2.3031 1.7969
N -0.9615 2.6974 2.5632
C -2.1876 2.6509 2.0698
C -2.4644 2.2233 0.7818
C -1.4099 1.8261 -0.0251
H -1.5955 1.5121 -1.0421
H -3.4781 2.2072 0.4123
H -2.9739 2.9742 2.7385
H 1.0188 2.3546 2.2455
H 1.6331 2.3238 -0.6527
H 1.7733 0.8920 0.3680
C 1.1714 -0.3665 -3.6155
C 1.2343 -1.8465 -3.2488
H 1.0439 -2.4526 -4.1349
H 2.2058 -2.1181 -2.8390
S -0.0525 -2.3490 -2.0479
C 0.8828 -2.4375 -0.4670
C 0.1627 -1.7949 0.6822
C 0.8907 -1.3095 1.7635
C 0.2516 -0.7499 2.8539
C -1.1325 -0.6716 2.8671
C -1.8735 -1.1412 1.7953
C -1.2224 -1.7032 0.7128
H -1.7977 -2.0793 -0.1203
H -2.9496 -1.0749 1.8121
Cl -1.9371 0.0130 4.2284
H 0.8197 -0.3786 3.6919
H 1.9691 -1.3806 1.7590
H 1.0406 -3.4992 -0.2591
H 1.8503 -1.9644 -0.6311
H 1.8274 -0.1926 -4.4706
H 0.1495 -0.1058 -3.8967
```

HOMO energy (eV): -9.05
LUMO level (eV): 0.522
Frontier orbital gap (hartree): 0.35189
SMILES: O=C(CCSCc1ccc(Cl)cc1)NCc1cccnc1

(2)
DFT (ωB97M-V/def2-TZVPD) results for a structure of composition C48H56FeN3O5 in a non-equilibrium geometry.

```
113
Properties=species:S:1:pos:R:3
C 1.2852 0.3923 1.0562
C 1.6024 1.8516 1.4277
C 1.6730 2.0562 2.9605
C 3.0130 2.0916 0.8582
C 0.6762 2.9459 0.8394
C 0.7461 4.2346 1.3743
C -0.0121 5.2948 0.8634
C -0.8607 5.0376 -0.2112
C -0.9500 3.7755 -0.7838
C -1.9535 3.6970 -1.9668
C -2.4994 2.3738 -2.1416
C -1.3163 3.9713 -3.2942
C -3.2189 4.5486 -1.7218
C -0.0724 2.7370 -0.3262
N -0.1290 1.3167 -0.7476
C -1.1557 0.5646 0.0025
C -1.0567 0.2806 2.2557
C -1.5250 -0.9699 2.8016
C -1.1631 -2.2708 2.3820
C -1.7779 -3.3583 2.9919
C -2.7413 -3.1333 4.0126
N -3.5282 -4.2140 4.4813
O -4.4018 -3.9799 5.3479
O -3.3311 -5.3581 4.0210
C -3.0599 -1.8368 4.4741
C -2.4263 -0.7647 3.8753
N -1.5422 -0.5401 -0.6814
C -2.5977 -1.4368 -0.2669
C -3.6120 -0.7791 0.4513
C -3.6263 0.7402 0.6481
C -4.4441 1.1792 1.8759
C -4.3773 1.3796 -0.5063
C -2.2022 1.2374 0.8653
C -4.7117 -1.4962 0.8951
C -4.7882 -2.8657 0.7296
C -3.7647 -3.5257 0.0564
C -2.6447 -2.8440 -0.4388
C -1.5733 -3.7691 -1.0940
C -1.1573 -4.8964 -0.1366
C -0.3129 -3.0253 -1.4757
C -2.1866 -4.4037 -2.3507
C -1.0717 -0.3821 -2.0549
C -0.3193 0.8243 -2.0648
H 1.6256 0.1977 0.0324
H 1.8054 -0.2481 1.7828
H 0.1452 0.1196 1.0529
H 2.3488 2.8883 3.2223
H 0.7027 2.2996 3.4167
H 2.0656 1.1573 3.4509
H 3.4128 3.0840 1.1236
H 3.6952 1.3161 1.2352
H 2.9792 2.0192 -0.2379
H 1.4055 4.4725 2.2150
H 0.0413 6.2845 1.2992
H -1.4461 5.8910 -0.5903
H -2.6077 2.1957 -1.0685
H -3.2769 2.3449 -2.8816
H -1.8324 1.5954 -2.4728
H -1.0944 5.0364 -3.3258
H -0.3972 3.3700 -3.3870
H -2.0099 3.6846 -4.1050
H -2.9743 5.5927 -1.9262
H -4.0452 4.2339 -2.3940
H -3.5903 4.4522 -0.6837
H -0.2776 0.8465 2.7756
H -0.4039 -2.4331 1.6095
H -1.5776 -4.3891 2.6997
H -3.7962 -1.6778 5.2560
H -2.6075 0.2579 4.2156
H -4.2138 0.5755 2.7740
H -4.2479 2.2512 2.0947
H -5.5115 1.0933 1.6143
H -3.9021 1.1704 -1.4585
H -5.2624 0.8239 -0.8191
H -4.5702 2.4324 -0.3165
H -1.8862 1.4009 -0.3866
H -2.0805 2.3166 1.0602
H -1.9668 0.9875 2.3590
H -5.5156 -0.9654 1.4040
H -5.6452 -3.3951 1.1314
H -3.8643 -4.6105 -0.0561
H -2.0107 -5.4853 0.2196
H -0.4662 -5.5810 -0.6501
H -0.6415 -4.4924 0.7432
H -0.5078 -2.3296 -2.3029
H 0.1016 -2.4724 -0.6245
H 0.4475 -3.7333 -1.8243
H -2.5496 -3.6243 -3.0316
H -1.4308 -4.9974 -2.8814
H -3.0300 -5.0593 -2.1007
H -1.6371 -0.7866 -2.9006
H 0.3413 1.1491 -2.8803
O 10.2996 -1.4396 -1.6218
C 9.2145 -1.1773 -1.3725
Fe 7.5208 -0.8106 -1.1019
C 7.7556 -1.2897 0.5685
O 7.8439 -1.6233 1.6656
C 7.8631 0.8497 -0.7319
O 7.9627 2.0298 -0.5724
C 5.2068 -0.7383 -0.9094
C 5.2546 0.2772 -1.8590
C 6.0902 0.3418 -2.9537
C 7.0536 -0.5876 -3.3229
C 7.2101 -1.9219 -2.9369
C 6.5436 -2.6076 -1.9338
C 5.7339 -2.0328 -0.9637
H 4.6540 -0.5187 0.0038
H 4.6213 1.1394 -1.6612
H 6.0588 1.2501 -3.5539
H 7.7538 -0.2676 -4.0940
H 7.9471 -2.4865 -3.4955
H 6.8384 -3.6424 -1.7741
H 5.4487 -2.6843 -0.1452
```

HOMO energy (alpha / beta) (eV): -4.97 / -7.06
<S²>: 8.857
LUMO level (alpha / beta) (eV): -0.331 / -0.499
Frontier orbital gap (alpha / beta) (hartree): 0.17049 / 0.24093
Multiplicity: 6

(3)
DFT (ωB97M-V/def2-TZVPD) results for a cluster of 7 separate species, C21H40O21 in total in a non-equilibrium geometry.

```
82
Properties=species:S:1:pos:R:3
C 0.6420 3.6516 9.8963
C -0.3540 4.7706 9.9879
O -0.5037 5.2752 8.6856
C -0.0564 4.3521 7.8111
O -0.2698 4.3387 6.6494
O 0.5998 3.3561 8.4739
H 0.3257 2.7653 10.4343
H 1.6957 3.8474 10.0776
H -0.0648 5.5469 10.7020
H -1.2888 4.4340 10.4483
C 1.3704 4.9428 3.2968
O 2.4506 4.0746 2.9887
C 3.6046 4.3266 3.5924
O 3.9659 5.3740 4.0333
O 4.3149 3.1906 3.5558
C 5.4549 3.1267 4.4086
H 0.5533 4.7253 2.6147
H 1.6882 5.9828 3.2876
H 0.9356 4.7412 4.2807
H 5.2728 2.3197 5.1252
H 5.5756 3.9764 5.0817
H 6.3188 2.9490 3.7771
C 3.7310 5.0003 9.2505
O 2.9509 5.9702 9.9196
C 3.4670 7.0137 10.5242
O 4.6246 7.3578 10.5497
O 2.4864 7.6784 11.1557
C 2.6467 9.0759 11.2644
H 4.0632 4.1926 9.9006
H 4.6207 5.3736 8.7413
H 3.1264 4.5925 8.4425
H 2.6826 9.6020 10.3069
H 3.5628 9.3387 11.7918
H 1.7817 9.4726 11.7889
C -5.0279 5.8822 8.6175
O -4.4127 4.6011 8.5502
C -3.9946 4.1930 7.3525
O -3.9438 4.8661 6.3679
O -3.5452 2.9688 7.5071
C -2.9466 2.3672 6.3578
H -5.7604 5.9524 7.8178
H -4.2774 6.6685 8.5263
H -5.4525 6.0012 9.6093
H -2.6689 1.3411 6.5798
H -2.0332 2.9162 6.1322
H -3.6369 2.3935 5.5163
C 2.0503 1.0275 11.8550
O 2.1603 -0.2875 12.4035
C 3.2862 -0.5596 13.0639
O 4.1210 0.2681 13.3178
O 3.2704 -1.8477 13.3693
C 4.3190 -2.2789 14.2195
H 1.7935 1.6668 12.7011
H 1.2479 1.0648 11.1341
H 3.0241 1.3752 11.5158
H 4.1097 -3.2933 14.5542
H 4.4653 -1.6463 15.0933
H 5.2529 -2.3496 13.6552
C -1.5367 9.9165 9.6205
O -2.6058 9.3698 10.3734
C -2.3420 8.2978 11.1259
O -1.2612 7.8849 11.4182
O -3.5194 7.7662 11.4380
C -3.5312 6.5962 12.2438
H -1.7159 9.7624 8.5581
H -0.5569 9.5575 9.9252
H -1.5543 10.9968 9.7722
H -2.6467 5.9732 12.0941
H -4.4733 6.1199 11.9984
H -3.4542 6.8513 13.3051
C 0.4548 4.5083 14.2683
O -0.6683 3.7400 14.6973
C -1.1034 2.8094 13.8438
O -0.6745 2.7103 12.7186
O -1.8766 1.9904 14.5015
C -2.6560 1.0073 13.8075
H 1.3005 3.8605 14.0606
H 0.7150 5.2052 15.0632
H 0.1284 5.1593 13.4557
H -3.3546 1.4723 13.1163
H -3.1769 0.4001 14.5379
H -1.9290 0.3878 13.2777
```

HOMO energy (eV): -10.68
LUMO level (eV): 0.363
Frontier orbital gap (hartree): 0.40571
SMILES: COC(=O)OC.COC(=O)OC.COC(=O)OC.COC(=O)OC.COC(=O)OC.COC(=O)OC.O=C1OCCO1

What is the formula in the third record?
C21H40O21